ORCA calculation (ωB97M-V/def2-TZVPD) on 7 unconnected molecules or ions with the total composition C51H111N5O7 in a non-equilibrium geometry.

- ΔE to the lowest compared entry with this formula, charge and spin (kcal per mole) = 140.0
- total charge = 0
- SMILES string = CC1(C)CCCC(C)(C)N1O.CC1(C)CCCC(C)(C)N1O.CC1(C)CCCC(C)(C)N1O.CC1(C)CCCC(C)(C)N1O.CC1(C)CCCC(C)(C)N1O.CC(C)O.CC(C)O
- electronic energy (a.u.) = -2809.7946
- LUMO energy (eV) = 0.26
- HOMO level (eV) = -7.889
- spin multiplicity = 1

Bonds (Å) are listed after each position.
Element x y z (Å)
1 C -16.584 -10.343 4.927  H35 1.090, C53 1.590, H65 1.090, H80 1.090
2 N -15.347 -8.267 5.021  C53 1.449, O69 1.373, C113 1.503
3 H -15.219 -1.790 18.417  C109 1.090
4 C -14.292 -13.290 19.126  H17 1.090, C64 1.530, O129 1.418, C162 1.516
5 C -1.933 -7.116 13.066  H59 1.090, H68 1.090, C84 1.495, H172 1.090
6 H -13.542 -3.328 21.055  C40 1.090
7 C -1.403 -11.734 12.223  H89 1.090, H90 1.090, H135 1.090, C137 1.652
8 H -14.513 -5.325 22.663  C63 1.090
9 C -11.323 -9.408 13.793  H36 1.090, C52 1.519, C61 1.549, H114 1.090
10 C -16.171 -0.271 11.002  H34 1.090, C39 1.480, H49 1.090, H154 1.090
11 H -9.342 -10.770 14.567  C60 1.090
12 H -12.052 -13.782 19.273  C64 1.090
13 H -2.086 -11.533 9.537  C107 1.090
14 C -13.801 -10.449 6.288  C47 1.559, H88 1.090, C121 1.488, H124 1.090
15 H -13.689 -6.650 3.611  C150 1.090
16 H -4.555 -12.692 20.633  C19 1.090
17 H -14.055 -12.295 19.504  C4 1.090
18 H -2.458 -9.859 9.258  C107 1.090
19 C -5.393 -12.714 21.330  H16 1.090, O54 1.451, C97 1.558, C140 1.518
20 H -15.989 -6.623 4.418  O69 0.960
21 C -0.359 -7.735 11.319  H43 1.090, C84 1.531, C131 1.541, H157 1.090
22 H -14.377 -15.091 20.001  O129 0.960
23 H -14.860 -10.097 3.146  C116 1.090
24 H -15.825 -0.661 5.332  C71 1.090
25 H -16.009 -5.669 18.071  O164 0.960
26 H -13.869 -6.120 21.076  C63 1.090
27 H -16.853 -5.094 23.040  C46 1.090
28 H -13.122 -8.781 12.816  C52 1.090
29 C -10.599 -6.485 13.405  C76 1.574, C117 1.538, N160 1.496, C163 1.592
30 C -14.864 1.591 6.861  H32 1.090, C45 1.569, H95 1.090, H169 1.090
31 H -4.943 -14.808 21.725  C140 1.090
32 H -14.350 2.070 7.694  C30 1.090
33 H -15.042 -3.428 17.647  C109 1.090
34 H -16.755 -1.182 10.875  C10 1.090
35 H -17.330 -10.907 5.486  C1 1.090
36 H -11.660 -10.308 14.308  C9 1.090
37 H -9.400 -4.811 12.812  C76 1.090
38 H -13.369 -2.340 19.629  C40 1.090
39 C -16.132 0.645 9.840  C10 1.480, C50 1.551, N108 1.483, C142 1.615
40 C -13.769 -3.288 19.990  H6 1.090, H38 1.090, H91 1.090, C156 1.560
41 H -14.473 -1.132 6.414  C71 1.090
42 H -13.207 -10.423 3.370  C116 1.090
43 H -0.316 -6.767 10.820  C21 1.090
44 C -17.851 1.602 8.124  C66 1.508, H105 1.090, C142 1.567, H155 1.090
45 C -15.760 0.358 7.231  C30 1.569, C66 1.545, C71 1.545, N108 1.481
46 C -16.861 -4.548 22.097  H27 1.090, C127 1.540, C148 1.551, H153 1.090
47 C -15.064 -9.832 6.963  C14 1.559, C53 1.589, H118 1.090, H122 1.090
48 H -15.784 -14.091 17.832  C162 1.090
49 H -15.159 -0.590 11.254  C10 1.090
50 C -15.543 2.041 10.175  C39 1.551, H101 1.090, H152 1.090, H165 1.090
51 H -12.911 -8.582 6.386  C121 1.090
52 C -12.341 -8.339 13.434  C9 1.519, H28 1.090, C163 1.540, H168 1.090
53 C -16.045 -9.196 5.888  C1 1.590, N2 1.449, C47 1.589, C73 1.587
54 O -4.879 -12.209 22.590  C19 1.451, H99 0.960
55 H -14.943 -12.608 17.198  C162 1.090
56 H -16.134 -1.769 6.619  C71 1.090
57 H -17.133 -7.200 21.779  C67 1.090
58 H -17.527 -9.159 7.534  C73 1.090
59 H -1.237 -7.469 13.827  C5 1.090
60 C -8.925 -9.769 14.460  H11 1.090, C61 1.573, H70 1.090, H171 1.090
61 C -10.130 -8.761 14.539  C9 1.549, C60 1.573, C98 1.609, N160 1.489
62 H -10.176 -5.246 14.994  C117 1.090
63 C -14.685 -5.932 21.774  H8 1.090, H26 1.090, H83 1.090, C148 1.597
64 C -12.924 -13.751 18.620  C4 1.530, H12 1.090, H94 1.090, H167 1.090
65 H -17.238 -9.949 4.149  C1 1.090
66 C -17.239 0.762 7.032  C44 1.508, C45 1.545, H75 1.090, H96 1.090
67 C -16.916 -6.654 20.860  H57 1.090, H81 1.090, H134 1.090, C148 1.533
68 H -2.952 -7.273 13.420  C5 1.090
69 O -16.179 -7.540 4.207  N2 1.373, H20 0.960
70 H -8.573 -9.825 13.430  C60 1.090
71 C -15.536 -0.897 6.356  H24 1.090, H41 1.090, C45 1.545, H56 1.090
72 H -9.351 -5.987 11.540  C76 1.090
73 C -17.113 -8.462 6.805  C53 1.587, H58 1.090, H112 1.090, H173 1.090
74 H -10.708 -4.982 11.667  C76 1.090
75 H -17.828 -0.143 6.884  C66 1.090
76 C -10.010 -5.546 12.287  C29 1.574, H37 1.090, H72 1.090, H74 1.090
77 H -7.928 -7.198 13.635  O119 0.960
78 H -18.061 1.663 10.245  C142 1.090
79 H -16.643 -2.673 18.152  C109 1.090
80 H -15.855 -11.086 4.603  C1 1.090
81 H -17.905 -6.368 20.503  C67 1.090
82 H 1.050 -8.553 9.720  C131 1.090
83 H -14.860 -6.840 22.350  C63 1.090
84 C -1.789 -7.938 11.826  C5 1.495, C21 1.531, N104 1.501, C158 1.570
85 H -13.740 -9.194 2.358  C116 1.090
86 H -15.162 -3.185 22.654  C127 1.090
87 H -2.817 -9.545 13.992  O123 0.960
88 H -13.849 -11.270 5.573  C14 1.090
89 H -2.348 -12.045 12.669  C7 1.090
90 H -0.723 -11.554 13.056  C7 1.090
91 H -13.177 -4.090 19.550  C40 1.090
92 H -13.203 -6.780 5.322  C150 1.090
93 H -12.192 -7.421 4.105  C150 1.090
94 H -12.569 -13.112 17.811  C64 1.090
95 H -14.188 1.468 6.014  C30 1.090
96 H -17.321 1.395 6.149  C66 1.090
97 C -6.577 -11.890 20.744  C19 1.558, H103 1.090, H143 1.090, H174 1.090
98 C -10.395 -8.603 16.118  C61 1.609, H100 1.090, H125 1.090, H166 1.090
99 H -5.475 -12.276 23.339  O54 0.960
100 H -11.168 -9.141 16.667  C98 1.090
101 H -14.462 1.921 10.238  C50 1.090
102 H -3.518 -10.858 10.289  C107 1.090
103 H -6.145 -10.940 20.429  C97 1.090
104 N -2.053 -9.361 12.223  C84 1.501, O123 1.453, C137 1.507
105 H -18.902 1.804 7.918  C44 1.090
106 H -11.499 -7.428 11.656  C163 1.090
107 C -2.485 -10.639 10.019  H13 1.090, H18 1.090, H102 1.090, C137 1.606
108 N -15.599 -0.051 8.645  C39 1.483, C45 1.481, O115 1.388
109 C -15.584 -2.816 18.368  H3 1.090, H33 1.090, H79 1.090, C156 1.569
110 H -2.959 -6.513 10.655  C158 1.090
111 N -15.866 -4.783 19.812  C148 1.453, C156 1.476, O164 1.412
112 H -16.677 -7.662 7.404  C73 1.090
113 C -13.976 -8.622 4.519  N2 1.503, C116 1.517, C121 1.546, C150 1.519
114 H -11.082 -9.777 12.796  C9 1.090
115 O -14.318 -0.537 8.869  N108 1.388, H120 0.960
116 C -13.915 -9.595 3.356  H23 1.090, H42 1.090, H85 1.090, C113 1.517
117 C -11.105 -5.654 14.596  C29 1.538, H62 1.090, H159 1.090, H170 1.090
118 H -15.650 -10.649 7.386  C47 1.090
119 O -8.485 -7.019 14.397  H77 0.960, N160 1.385
120 H -14.536 -1.462 8.734  O115 0.960
121 C -13.122 -9.315 5.606  C14 1.488, H51 1.090, C113 1.546, H130 1.090
122 H -14.759 -9.119 7.729  C47 1.090
123 O -3.173 -9.643 13.105  H87 0.960, N104 1.453
124 H -13.264 -10.795 7.171  C14 1.090
125 H -10.508 -7.556 16.401  C98 1.090
126 C -0.079 -10.090 10.776  C131 1.521, H132 1.090, C137 1.540, H146 1.090
127 C -16.157 -3.183 22.209  C46 1.540, H86 1.090, H133 1.090, C136 1.504
128 H -2.608 -7.827 9.709  C158 1.090
129 O -14.597 -14.176 20.190  C4 1.418, H22 0.960
130 H -12.145 -9.651 5.259  C121 1.090
131 C 0.079 -8.694 10.194  C21 1.541, H82 1.090, C126 1.521, H147 1.090
132 H 0.672 -10.258 11.548  C126 1.090
133 H -16.751 -2.620 22.928  C127 1.090
134 H -16.571 -7.307 20.059  C67 1.090
135 H -1.039 -12.644 11.746  C7 1.090
136 C -16.098 -2.553 20.844  C127 1.504, H141 1.090, H151 1.090, C156 1.571
137 C -1.507 -10.391 11.268  C7 1.652, N104 1.507, C107 1.606, C126 1.540
138 H -6.571 -14.232 22.208  C140 1.090
139 H -12.659 -6.392 12.577  C163 1.090
140 C -5.788 -14.175 21.452  C19 1.518, H31 1.090, H138 1.090, H145 1.090
141 H -17.090 -2.413 20.413  C136 1.090
142 C -17.692 0.928 9.530  C39 1.615, C44 1.567, H78 1.090, H161 1.090
143 H -7.033 -12.388 19.888  C97 1.090
144 H -16.173 -12.489 18.446  C162 1.090
145 H -6.242 -14.627 20.570  C140 1.090
146 H 0.163 -10.769 9.959  C126 1.090
147 H -0.559 -8.484 9.336  C131 1.090
148 C -16.042 -5.418 21.107  C46 1.551, C63 1.597, C67 1.533, N111 1.453
149 H -3.791 -8.124 10.991  C158 1.090
150 C -13.243 -7.300 4.365  H15 1.090, H92 1.090, H93 1.090, C113 1.519
151 H -15.708 -1.553 21.032  C136 1.090
152 H -15.890 2.315 11.172  C50 1.090
153 H -17.915 -4.385 21.873  C46 1.090
154 H -16.601 0.157 11.908  C10 1.090
155 H -17.421 2.597 8.245  C44 1.090
156 C -15.312 -3.415 19.792  C40 1.560, C109 1.569, N111 1.476, C136 1.571
157 H 0.433 -7.618 12.059  C21 1.090
158 C -2.871 -7.596 10.741  C84 1.570, H110 1.090, H128 1.090, H149 1.090
159 H -11.708 -4.754 14.476  C117 1.090
160 N -9.635 -7.546 13.833  C29 1.496, C61 1.489, O119 1.385
161 H -18.328 0.049 9.628  C142 1.090
162 C -15.363 -13.113 18.067  C4 1.516, H48 1.090, H55 1.090, H144 1.090
163 C -11.846 -7.115 12.641  C29 1.592, C52 1.540, H106 1.090, H139 1.090
164 O -15.361 -5.600 18.776  H25 0.960, N111 1.412
165 H -15.822 2.879 9.537  C50 1.090
166 H -9.566 -9.005 16.701  C98 1.090
167 H -12.912 -14.695 18.075  C64 1.090
168 H -12.881 -7.991 14.315  C52 1.090
169 H -15.469 2.406 6.463  C30 1.090
170 H -11.437 -6.221 15.466  C117 1.090
171 H -8.100 -9.577 15.147  C60 1.090
172 H -1.702 -6.082 12.815  C5 1.090
173 H -17.911 -8.188 6.115  C73 1.090
174 H -7.383 -11.690 21.450  C97 1.090

These are the Mulliken partial charges, in e, on atoms 1 to 8:
1. C -1.7985
2. N 0.4855
3. H 0.4345
4. C 0.5945
5. C -2.0517
6. H 0.3496
7. C -1.7003
8. H 0.3589